(1)
DFT (ωB97M-V/def2-TZVPD) results for one molecule with the formula C3H6N2O2 at a distorted geometry.

Geometry as XYZ:
```
13
Properties=species:S:1:pos:R:3:forces:R:3:mulliken_charge:R:1
N -2.0477 -0.1120 -0.1110 -0.0246 0.1106 0.4367 -0.40
C -0.6925 -0.1003 0.0373 -0.0716 -0.1368 0.2855 0.67
O -0.1493 0.9483 -0.6380 0.0581 -0.1781 -0.2216 -0.43
C 0.0309 -1.2575 0.4995 -0.1573 -0.4493 -0.4952 -0.50
O 0.2042 -0.2209 1.4281 -0.9697 0.4167 -0.0007 -0.54
C 1.1769 1.1783 -0.3139 0.3464 0.0288 -0.3407 0.22
N 2.0498 0.7311 -1.0963 -0.0845 0.1902 0.3021 -0.61
H -2.5500 0.7002 -0.4356 0.2840 -0.0451 0.2650 0.20
H -2.5633 -0.9663 0.0111 0.1843 0.1334 -0.0044 0.20
H 0.8825 -1.6259 -0.0744 0.1861 0.1062 0.1928 0.26
H -0.6128 -2.0562 0.8809 0.1419 -0.1641 -0.2001 0.29
H 1.2953 1.7768 0.5896 0.0751 -0.0564 -0.2224 0.38
H 2.9760 1.0043 -0.7772 0.0318 0.0439 0.0031 0.26
```
Positions in Å, forces in eV/Å.

HOMO = -0.3422 Ha
Kohn-Sham gap = 10.26 eV
SMILES = [H]/N=C/O[C@@]1(N)CO1



(2)
DFT (ωB97M-V/def2-TZVPD) results for one molecule with the formula C3H6N2O2S at a distorted geometry.

Geometry as XYZ:
```
14
Properties=species:S:1:pos:R:3:forces:R:3:mulliken_charge:R:1
C -1.2242 1.3194 1.1595 -1.6902 0.5781 -0.4469 0.10
C 0.5312 -0.7655 -0.8276 -0.6643 -0.5153 -1.0294 0.60
C 1.9419 -1.2338 -0.5824 -1.1402 -0.1138 1.3383 -0.51
H -3.2911 1.4118 1.0494 0.4703 0.3963 0.1200 0.25
H -2.5134 2.8372 1.7606 -0.1161 -1.5382 -0.4166 0.23
H -0.3452 1.8139 1.5621 -0.0771 0.0086 0.0899 0.34
H 1.8118 -1.9643 0.2342 0.2143 -0.1602 -0.3602 0.29
H 2.4826 -0.4398 -0.1127 0.5529 0.5784 -0.0318 0.33
H 1.5272 -2.2504 -2.5016 -0.6903 -0.3641 -0.5333 0.14
N -2.4823 1.8279 1.5083 1.1332 0.5545 0.3274 -0.40
N -1.1498 0.3483 0.3356 0.0481 0.2651 0.0795 -0.58
O 0.2295 0.0644 0.1693 -0.1634 0.1999 0.6329 -0.05
O -0.1964 -1.1296 -1.7229 0.5332 0.4473 0.9896 -0.53
S 2.6783 -1.8394 -2.0318 1.5897 -0.3367 -0.7595 -0.22
```
Positions in Å, forces in eV/Å.

HOMO = -0.3315 Ha
Kohn-Sham gap = 9.75 eV
SMILES = N/C=N/OC(=O)CS



(3)
DFT (ωB97M-V/def2-TZVPD) results for one molecule with the formula C3H6N2O2S at a distorted geometry.

Geometry as XYZ:
```
14
Properties=species:S:1:pos:R:3:forces:R:3:mulliken_charge:R:1
C 0.1577 1.3628 -1.4246 1.4732 -4.8670 1.7688 0.70
C 0.1525 1.7934 -0.0919 -0.1177 0.6863 1.7826 -0.85
C 0.6189 -0.9275 -0.5274 -1.1161 0.7232 1.4429 -0.63
N -0.5424 -1.5997 1.7261 -0.5767 0.3171 0.8420 -0.15
N 0.5340 -0.0410 -1.6076 0.1247 0.9338 0.0210 -0.24
O -0.1051 1.9723 -2.3751 -1.3321 3.1354 -4.0213 -0.50
O -1.4731 -1.1953 2.7310 0.3232 -0.4573 -1.2686 -0.37
S -1.0982 -0.9722 0.3484 0.6980 0.6701 -1.0428 0.10
H 0.6305 1.1863 0.6651 -0.1341 0.4254 0.0909 0.32
H -0.3406 2.7326 0.1570 0.2955 -0.3130 -0.0494 0.29
H 0.6615 -1.9634 -0.7381 0.8872 -0.7662 -0.8546 0.39
H 1.3946 -0.6095 0.2023 -0.7309 -0.4814 -0.2102 0.33
H 0.2664 -0.4250 -2.4931 -0.0889 0.1231 -0.3434 0.27
H -0.8570 -1.3137 3.4281 0.2946 -0.1294 1.8423 0.35
```
Positions in Å, forces in eV/Å.

HOMO (alpha / beta) = -0.3001 / -0.3395 Ha
Kohn-Sham gap (alpha / beta) = 6.82 / 9.01 eV



(4)
DFT (ωB97M-V/def2-TZVPD) results for one molecule with the formula C3H6N2O2S at a distorted geometry.

Geometry as XYZ:
```
14
Properties=species:S:1:pos:R:3:forces:R:3:mulliken_charge:R:1
C -0.8259 1.8840 0.0129 -0.1396 0.8331 -0.2535 -1.02
C -0.9136 0.3866 -0.0160 1.3090 -0.2477 0.3039 0.55
C 1.6002 0.2025 0.0205 -0.2916 -1.2296 -0.2937 0.51
H -0.2659 2.2473 0.9058 -0.5714 -0.2919 -0.6234 0.29
H -1.8531 2.2748 -0.0441 0.4004 -0.1650 0.4091 0.34
H -0.3045 2.3136 -0.8651 -0.0315 -0.5305 0.4489 0.30
H -0.7816 -1.8401 -0.0078 -0.3324 -0.1837 0.0236 0.25
H 3.4513 -0.4919 -0.1472 -0.0689 -0.2380 0.2297 0.23
H 2.2515 -1.7445 0.1927 0.1099 0.2066 -0.2233 0.23
N 0.2934 -0.3013 0.0203 -2.3493 -1.3294 -0.0406 0.15
N 2.4973 -0.7902 -0.0201 0.9539 -0.2417 0.0664 -0.37
O 0.1967 -1.7502 -0.0088 0.4443 2.0178 0.0853 -0.43
O 1.8411 1.3705 -0.0028 0.3249 1.3579 -0.0144 -0.58
S -2.3437 -0.4325 -0.0029 0.2424 0.0421 -0.1180 -0.45
```
Positions in Å, forces in eV/Å.

HOMO = -0.3426 Ha
Kohn-Sham gap = 9.44 eV
SMILES = CC(=S)N(O)C(N)=O



(5)
DFT (ωB97M-V/def2-TZVPD) results for C3H6N2O2S3Sm as an isolated structure at a distorted geometry.

Geometry as XYZ:
```
17
Properties=species:S:1:pos:R:3:forces:R:3:mulliken_charge:R:1
Sm -0.0545 1.6533 -1.0695 1.1201 0.9033 0.0799 1.29
C 1.0966 -2.3284 2.1004 0.3084 0.1197 0.1009 -0.64
O -0.1416 -2.2850 1.3535 -0.0201 -0.1863 0.1088 -0.38
C -0.3808 -1.2735 0.5795 -0.3950 0.0932 -0.2788 0.89
O 0.3641 -0.3055 0.3962 0.0315 0.5933 -0.3699 -0.69
N -1.5874 -1.4061 -0.0266 -0.0290 -0.2400 0.1319 -0.03
N -2.0831 -0.4439 -0.9130 0.4228 0.2995 0.0114 -0.59
H 1.0566 -3.2557 2.6580 -0.0367 -0.0148 -0.0129 0.23
H 1.1565 -1.4792 2.7768 -0.0559 0.0076 -0.0355 0.32
H 1.9453 -2.3283 1.4209 -0.0533 0.0057 -0.0390 0.32
H -2.1324 -2.2302 0.1785 -0.0461 -0.0134 -0.0151 0.25
H -2.9723 -0.1025 -0.5641 -0.1039 0.0605 0.0468 0.28
H -2.2589 -0.8839 -1.8101 -0.0175 -0.0464 -0.1142 0.29
S 2.2103 5.5999 -2.2675 0.0685 0.0059 0.0410 -0.17
C 1.5352 4.2246 -1.7854 -0.3110 -0.3535 0.0015 0.37
S 0.4617 4.1560 -0.3466 -0.1500 -1.0024 -0.3668 -0.37
S 1.7845 2.6884 -2.6810 -0.7329 -0.2318 0.7102 -0.37
```
Positions in Å, forces in eV/Å.

<S²> = 8.857
multiplicity = 6
HOMO (alpha / beta) = -0.3952 / -0.3958 Ha
Kohn-Sham gap (alpha / beta) = 4.93 / 6.31 eV
charge = +1



(6)
DFT (ωB97M-V/def2-TZVPD) results for one molecule with the formula C3H6N2O3 at a distorted geometry.

Geometry as XYZ:
```
14
Properties=species:S:1:pos:R:3:forces:R:3:mulliken_charge:R:1
C -2.0433 -1.5294 -2.0742 -3.1400 0.1472 -0.7446 -0.50
C 0.3778 -0.1731 -0.2499 -0.1863 -0.8194 1.4848 0.29
C 1.4987 0.9911 1.4584 1.4620 1.9523 1.5254 0.62
H -2.3187 -2.1844 -1.2273 -0.3371 0.3345 -0.3385 0.24
H -2.7631 -0.5823 -2.0822 1.8478 -1.7113 0.2865 0.24
H -2.4208 -2.0813 -3.0504 1.8171 0.9539 1.6190 0.23
H 1.2520 -1.0189 0.0463 -2.6732 2.1357 -1.8675 0.26
H 2.4949 1.8694 2.8537 0.5048 0.8363 0.3247 0.28
H 0.7908 2.7675 2.6750 3.2956 -4.0719 -0.0435 0.30
N -0.6708 0.0105 -0.9971 2.9405 -3.7038 -0.5892 -0.31
N 1.5260 1.7947 2.6439 -5.6447 2.3138 -1.6974 -0.52
O -0.6704 -1.2399 -1.9149 -0.4993 2.4620 0.3637 -0.25
O 0.3543 0.7645 0.7735 0.3719 0.8099 0.9344 -0.34
O 2.5927 0.6115 1.1453 0.2409 -1.6391 -1.2578 -0.54
```
Positions in Å, forces in eV/Å.

HOMO = -0.3623 Ha
Kohn-Sham gap = 10.46 eV
SMILES = CO/N=C/OC(N)=O



(7)
DFT (ωB97M-V/def2-TZVPD) results for one molecule with the formula C3H6N2O3 at a distorted geometry.

Geometry as XYZ:
```
14
Properties=species:S:1:pos:R:3:forces:R:3:mulliken_charge:R:1
C -0.2504 -1.5270 -0.0159 -0.1167 0.1705 0.2893 -1.14
N -1.1700 0.7499 -0.3008 -1.7908 -0.4831 1.1107 -0.03
C 1.1294 0.5875 0.0799 -1.1423 -1.1085 -0.3516 0.61
C -0.0706 -0.0404 0.0225 2.7536 0.2919 -0.7098 0.20
O 2.3438 -0.0096 -0.0101 0.3171 0.1373 0.5029 -0.56
O 1.2240 1.9331 0.1085 0.1743 0.1161 -0.0751 -0.52
N -2.3306 0.1552 0.1064 -0.9833 2.1857 -0.0321 0.00
O -3.2733 0.9235 0.2780 1.2908 -0.9297 -0.4869 -0.48
H 2.2579 -0.9694 -0.0087 -0.0984 0.1018 -0.0558 0.30
H 2.1559 2.1740 0.0195 -0.1052 -0.0075 -0.0114 0.36
H -1.0733 1.7694 -0.2574 -0.3760 -0.3449 0.0404 0.29
H -0.6565 -1.8439 -0.9759 -0.0029 -0.0817 -0.0330 0.28
H -0.9519 -1.8268 0.7604 -0.0830 -0.1099 -0.0674 0.29
H 0.6655 -2.0756 0.1934 0.1628 0.0621 -0.1201 0.39
```
Positions in Å, forces in eV/Å.

HOMO = -0.2889 Ha
Kohn-Sham gap = 8.27 eV
SMILES = CC(NN=O)=C(O)O



(8)
DFT (ωB97M-V/def2-TZVPD) results for a 2-piece molecular cluster, C3H6N2O3S overall at a distorted geometry.

Geometry as XYZ:
```
15
Properties=species:S:1:pos:R:3:forces:R:3:mulliken_charge:R:1
C 0.5107 1.1181 -0.6857 0.4460 -0.1622 2.9324 -0.27
C 1.0370 -0.2729 0.9957 3.2136 2.5911 -2.8690 -0.51
C 1.0725 -1.0939 -0.3747 -1.0150 0.9241 2.3250 -0.40
N 0.5987 1.0754 0.6324 -1.2013 0.6566 -2.9119 -0.51
N 0.8571 -0.0098 -1.3566 -0.3440 -1.6863 -2.9955 -0.28
O -2.5028 0.5178 1.8315 -0.1756 0.6601 0.7424 -0.41
O -2.8053 1.2649 -0.5308 0.7703 -0.9593 1.1943 -0.43
O -1.7480 -0.8987 0.0485 0.0660 -0.6646 -0.6930 -0.38
S -2.2925 0.3388 0.4520 -0.7023 1.1891 -1.1363 1.12
H 0.3079 2.0664 -1.1253 -0.3698 0.2948 -0.8059 0.46
H 0.3564 -0.5360 1.6840 -1.9481 -1.9563 2.6363 0.40
H 2.0211 0.0283 1.4494 -0.5389 -1.4165 -0.2005 0.29
H 2.0198 -1.6418 -0.3866 -0.4635 -0.0264 -0.8014 0.31
H 0.1280 -1.6513 -0.2868 1.0392 -0.7326 -0.5923 0.30
H 0.4394 -0.3055 -2.3470 1.2233 1.2885 3.1756 0.30
```
Positions in Å, forces in eV/Å.

HOMO = -0.3256 Ha
Kohn-Sham gap = 8.41 eV
SMILES = O=S(=O)=O.C1=NCCN1



These records have calculated total energy values of -10281.1372; -21117.1066; -21113.7358; -21117.8635; -60686.8968; -12326.7540; -12327.9834; -23163.6655 eV, in the order they appear.
These records have energy above the lowest of the compared OMol25 structures with the same formula, charge and spin values of 3.6602; 2.7429; 6.1136; 1.9859; 0.5565; 5.4740; 4.2446; 2.3021 eV, in the order they appear.